DFT (ωB97M-V with the def2-TZVPD basis set) results for 2 unconnected molecules or ions with the total composition C5H10ClN4 at a distorted geometry.

Calculated values
Lowest unoccupied orbital energy (alpha / beta)   -0.1616 / -0.1616 Ha
E_HOMO (alpha / beta)   -12.992 / -12.992 eV

The geometry in ORCA input format:
```
! wB97M-V def2-TZVPD RIJCOSX def2/J DEFGRID3
* xyz 1 1
C 1.00 1.87 0.88
C 0.35 0.71 0.89
C 0.53 1.89 -1.56
C 1.06 2.61 -0.40
C 0.01 -0.01 -0.27
N 0.19 0.64 -1.59
N -0.82 -1.81 -1.56
N -0.43 -1.22 -0.38
N -1.27 -2.55 1.66
Cl 2.66 3.39 -0.75
H 1.48 2.41 1.76
H 0.30 0.22 1.88
H 0.58 2.23 -2.62
H 0.25 3.40 -0.17
H -0.50 -1.28 -2.42
H -0.56 -2.81 -1.55
H -0.68 -1.80 0.53
H -1.85 -3.25 1.31
H -1.73 -1.69 2.06
H -0.57 -2.92 2.31
*
```

***

DFT (ωB97M-V with the def2-TZVPD basis set) results for 2 unconnected molecules or ions with the total composition C4H10O3.

Calculated values
Lowest unoccupied orbital energy (alpha / beta)   0.0295 / 0.0295 Ha
E_HOMO (alpha / beta)   -6.984 / -6.985 eV

The geometry in ORCA input format:
```
! wB97M-V def2-TZVPD RIJCOSX def2/J DEFGRID3
* xyz 0 1
C -0.56 -2.49 -0.83
O -0.96 -1.52 0.10
C -0.13 -0.42 0.18
C -0.81 0.80 0.65
O -0.44 1.39 1.90
C -0.30 1.54 -0.48
O 0.66 2.45 -0.19
H -1.26 -3.32 -0.72
H 0.47 -2.85 -0.64
H -0.61 -2.08 -1.84
H 2.70 0.49 0.17
H 0.84 -0.53 -0.27
H -1.88 0.66 0.53
H 0.07 0.71 2.35
H -0.75 1.63 -1.45
H 2.39 1.02 -0.25
H 0.58 2.53 0.79
*
```

***

DFT (ωB97M-V with the def2-TZVPD basis set) results for a gas-phase ion, C3H8NS (charge -1) at a distorted geometry.

Calculated values
Lowest unoccupied orbital energy   0.1577 Ha
E_HOMO   -2.325 eV
SMILES string   C[C@@H](N)C[S-]

The geometry in ORCA input format:
```
! wB97M-V def2-TZVPD RIJCOSX def2/J DEFGRID3
* xyz -1 1
C -0.97 1.00 1.25
C -1.06 -0.14 0.25
N -1.39 0.30 -1.16
C 0.22 -1.04 0.10
S 1.73 -0.15 -0.28
H -0.12 1.69 1.03
H -1.93 1.51 1.12
H -0.94 0.57 2.26
H -1.74 -0.91 0.70
H -0.46 0.69 -1.50
H -2.11 1.03 -1.07
H -0.16 -1.79 -0.60
H 0.35 -1.43 1.03
*
```

***

DFT (ωB97M-V with the def2-TZVPD basis set) results for 2 unconnected molecules or ions with the total composition C19H29N4O4PS at a distorted geometry.

Calculated values
Lowest unoccupied orbital energy   -0.0095 Ha
E_HOMO   -9.217 eV

The geometry in ORCA input format:
```
! wB97M-V def2-TZVPD RIJCOSX def2/J DEFGRID3
* xyz 0 1
C -3.34 2.33 2.33
C -2.20 1.77 1.49
S -2.18 2.53 -0.16
C -0.41 2.58 -0.53
C 0.13 1.40 -1.31
C -0.41 0.15 -1.13
C 0.12 -0.95 -1.81
P -0.48 -2.62 -1.53
N 0.32 -3.26 -0.35
O -0.31 -3.50 -2.85
O -2.02 -2.60 -1.23
C 1.13 -0.73 -2.69
N 1.64 0.49 -2.86
C 2.80 0.62 -3.91
O 3.87 0.29 -3.44
O 2.38 1.02 -4.97
C 1.19 1.56 -2.20
C 1.85 2.89 -2.40
C 2.71 3.23 -1.15
C 4.20 2.83 -1.27
C 4.65 1.89 -0.15
C 4.30 2.36 1.27
N 3.05 1.74 1.74
H -4.29 1.90 2.02
H -3.39 3.42 2.26
H -3.18 2.06 3.38
H -2.36 0.69 1.37
H -1.24 1.94 1.96
H 0.16 2.69 0.39
H -0.28 3.51 -1.09
H -1.22 0.00 -0.44
H 1.01 -2.64 0.04
H 0.60 -3.81 -2.83
H -2.12 -3.10 -0.40
H 1.59 -1.51 -3.28
H 1.09 3.64 -2.55
H 2.48 2.86 -3.29
H 2.60 4.28 -0.89
H 2.30 2.66 -0.31
H 4.81 3.73 -1.23
H 4.37 2.31 -2.21
H 4.24 0.88 -0.28
H 5.73 1.78 -0.21
H 5.13 2.06 1.93
H 4.21 3.45 1.33
H 3.14 0.74 1.67
H 2.89 1.97 2.71
N -3.33 -4.69 1.76
C -3.81 -3.57 2.29
C -4.96 -3.51 3.07
C -5.65 -4.68 3.30
C -5.17 -5.86 2.75
C -4.01 -5.81 1.99
H -3.23 -2.67 2.09
H -5.29 -2.57 3.48
H -6.56 -4.68 3.89
H -5.68 -6.80 2.90
H -3.60 -6.71 1.55
*
```

***

Energy relative to the best compared isomer or geometry (same formula, charge and spin) list, top to bottom, in kJ/mol: 239.1, 523.1, 52.7, 0.0
DFT total energy list, top to bottom, in eV: -23821.6848, -10447.8220, -15566.4964, -54449.2779